Record 1
{
  "formula": "H26O13",
  "method": "ωB97M-V/def2-TZVPD",
  "elements": ["H", "H", "H", "H", "H", "H", "H", "H", "H", "H", "H", "H", "H", "H", "H", "H", "H", "H", "H", "H", "H", "H", "H", "H", "H", "H", "O", "O", "O", "O", "O", "O", "O", "O", "O", "O", "O", "O", "O"],
  "positions_angstrom": [[-0.706, -0.220, -0.158], [0.820, -0.136, -0.261], [-0.330, -5.309, 0.767], [1.046, -4.661, 0.724], [-0.238, 0.909, 4.330], [-0.651, 2.067, 3.271], [3.708, -2.388, 1.470], [4.441, -3.037, 2.643], [0.565, -1.046, 3.036], [-0.688, -1.031, 2.001], [-0.633, 3.120, -2.468], [0.263, 3.990, -1.548], [2.459, 2.053, -3.107], [3.381, 2.689, -2.091], [1.518, 2.243, -0.303], [0.554, 2.394, 0.905], [-3.461, -1.411, -3.921], [-2.466, -1.909, -2.886], [-2.126, 1.952, 1.741], [-2.009, 2.730, 0.465], [-0.671, 1.884, -4.130], [-1.490, 0.628, -4.265], [3.111, -3.437, 3.487], [1.861, -2.380, 3.410], [-4.234, 1.369, -1.301], [-3.633, 0.298, -2.287], [0.051, -0.394, -0.742], [0.055, -4.435, 0.759], [-0.888, 1.676, 4.100], [4.547, -2.433, 1.902], [-0.028, -1.632, 2.540], [-0.339, 3.189, -1.623], [2.972, 1.813, -2.327], [1.194, 1.877, 0.544], [-3.312, -2.022, -3.161], [-1.497, 2.335, 1.183], [-0.954, 1.298, -4.838], [2.261, -3.200, 3.852], [-4.454, 0.566, -1.714]],
  "mulliken_charge": [0.2656, 0.2615, 0.2946, 0.3032, 0.3103, 0.3611, 0.3150, 0.3072, 0.3121, 0.2591, 0.2212, 0.3015, 0.3097, 0.3230, 0.2694, 0.2653, 0.3217, 0.3136, 0.3037, 0.2237, 0.2826, 0.3074, 0.2122, 0.3172, 0.2898, 0.2982, -0.5452, -0.5882, -0.6506, -0.6139, -0.5468, -0.4845, -0.6388, -0.5021, -0.6278, -0.5762, -0.6155, -0.5722, -0.5882],
  "e_above_lowest_ev": 4.9716
}

---

Record 2
{
  "formula": "H26O13",
  "method": "ωB97M-V/def2-TZVPD",
  "elements": ["O", "H", "H", "O", "H", "H", "O", "H", "H", "O", "H", "H", "O", "H", "H", "O", "H", "H", "O", "H", "H", "O", "H", "H", "O", "H", "H", "O", "H", "H", "O", "H", "H", "O", "H", "H", "O", "H", "H"],
  "positions_angstrom": [[1.908, 1.589, 0.132], [2.253, 0.795, -0.277], [1.296, 1.944, -0.513], [1.222, 0.735, 1.946], [1.198, 1.037, 1.038], [2.030, 1.106, 2.301], [-1.903, 0.001, 0.295], [-1.821, 0.784, 0.839], [-2.119, 0.335, -0.575], [-1.202, 1.829, 1.224], [-0.600, 1.964, 0.492], [-0.827, 2.340, 1.941], [0.951, 1.305, -1.979], [1.158, 0.373, -1.913], [0.769, 1.445, -2.909], [-1.077, -0.219, -2.050], [-1.032, -0.267, -3.005], [-1.654, 0.524, -1.874], [-0.204, 2.335, -0.398], [-0.311, 1.704, -1.109], [0.457, 2.948, -0.717], [-0.876, -2.267, -1.196], [-0.651, -1.414, -1.569], [-0.871, -2.865, -1.943], [0.471, -0.445, -0.004], [-0.029, -0.319, -0.810], [-0.106, -0.126, 0.690], [0.482, -2.443, 0.695], [-0.281, -3.013, 0.793], [0.255, -1.860, -0.029], [0.122, -0.852, 2.604], [-0.144, -0.580, 3.482], [0.486, -0.060, 2.207], [-2.265, -1.960, 0.348], [-1.670, -2.158, -0.375], [-2.082, -1.046, 0.566], [2.512, -0.852, 0.699], [2.540, -1.772, 0.438], [1.613, -0.578, 0.518]],
  "mulliken_charge": [-0.8476, 0.3394, 0.5538, -0.6058, 0.0585, 0.3230, -0.6681, 0.4591, 0.1618, -0.7049, 0.5520, 0.3130, -0.7166, 0.2721, 0.3263, -0.4802, 0.3362, 0.2506, -0.6430, 0.3208, 0.4694, -0.5591, -0.1432, 0.2205, 0.5089, 0.0009, -0.3506, -0.6104, 0.3597, 0.4381, -0.5676, 0.2462, 0.2783, -1.0389, 0.4543, 0.4329, -0.7578, 0.3825, 0.6353],
  "e_above_lowest_ev": 21.6598
}

---

Record 3
{
  "formula": "H26O13",
  "method": "ωB97M-V/def2-TZVPD",
  "elements": ["O", "H", "H", "O", "H", "H", "O", "H", "H", "O", "H", "H", "O", "H", "H", "O", "H", "H", "O", "H", "H", "O", "H", "H", "O", "H", "H", "O", "H", "H", "O", "H", "H", "O", "H", "H", "O", "H", "H"],
  "positions_angstrom": [[0.035, 3.375, -1.965], [-0.606, 3.493, -2.674], [-0.482, 3.038, -1.211], [3.282, -1.313, 0.710], [3.979, -1.941, 0.508], [2.483, -1.698, 0.306], [-1.488, 2.382, 0.280], [-1.683, 2.780, 1.135], [-2.352, 2.299, -0.152], [-2.204, -1.734, -2.043], [-2.309, -1.239, -2.858], [-1.605, -1.201, -1.487], [-2.336, -0.158, 2.351], [-2.363, 0.674, 2.834], [-1.674, -0.020, 1.659], [2.971, 1.451, 1.261], [3.016, 0.809, 0.534], [3.167, 2.302, 0.854], [-0.477, -1.996, 3.532], [-0.498, -1.624, 4.418], [-0.576, -1.237, 2.944], [-0.630, -0.255, -0.178], [-0.865, 0.679, -0.311], [0.016, -0.262, 0.550], [-4.077, -0.352, -0.007], [-3.285, -0.304, 0.546], [-3.920, -1.108, -0.586], [1.384, 1.164, -3.172], [0.593, 1.433, -3.650], [1.850, 1.990, -2.983], [0.510, 0.457, 2.177], [0.547, 0.619, 3.125], [1.372, 0.807, 1.841], [1.928, -1.496, -2.767], [1.709, -0.548, -2.864], [1.601, -1.734, -1.886], [1.266, -2.895, -0.255], [0.323, -2.810, -0.062], [1.396, -3.828, -0.454]],
  "mulliken_charge": [-0.6265, 0.2996, 0.3682, -0.6272, 0.2842, 0.4052, -0.7173, 0.2781, 0.3521, -0.6372, 0.2981, 0.3615, -0.6052, 0.3489, 0.2578, -0.6797, 0.3159, 0.3096, -0.6146, 0.2813, 0.3311, -0.5204, 0.3801, 0.2159, -0.6985, 0.3662, 0.3420, -0.6371, 0.2723, 0.2955, -0.5199, 0.2921, 0.2280, -0.6800, 0.4178, 0.3656, -0.6132, 0.2675, 0.2422],
  "e_above_lowest_ev": 1.5439
}